One molecule with the formula C3H7NO2 in a non-equilibrium geometry, computed with the ωB97M-V functional and the def2-TZVPD basis.

```
! RIJCOSX wB97M-V def2-TZVPD def2/J DEFGRID3
* xyz 0 1
C 0.297 0.010 -0.415
C -1.186 -0.016 -0.162
C 1.003 -1.123 0.380
H 0.040 1.961 -0.655
H 1.013 1.771 0.708
H 0.590 -0.378 -1.508
H 2.280 -1.002 0.485
H 0.498 -1.373 1.502
H 0.659 -1.936 -0.496
H -2.586 0.571 0.426
N 0.939 1.377 -0.314
O -1.908 -0.954 -0.353
O -1.637 1.093 0.403
*
```

Calculated values
Kohn-Sham gap ... 10.527 eV
Energy relative to the best compared isomer or geometry (same formula, charge and spin) ... 79.6 kcal per mole
Highest occupied orbital energy ... -9.9 eV
Structure (SMILES) ... C[C@H](N)C(=O)O

---

One molecule with the formula C5H4OS2 in a non-equilibrium geometry, computed with the ωB97M-V functional and the def2-TZVPD basis.

```
! RIJCOSX wB97M-V def2-TZVPD def2/J DEFGRID3
* xyz 0 1
C 1.257 -1.017 0.169
C 0.167 -0.394 -0.024
C -2.027 -0.202 -0.154
C -1.636 1.060 -0.096
C -0.159 1.073 -0.092
H 3.554 -1.165 -0.101
H 1.255 -2.071 0.305
H -3.008 -0.646 -0.046
H -2.129 2.134 0.091
O -0.947 -1.062 0.029
S 2.753 -0.028 -0.126
S 0.920 2.317 0.045
*
```

Calculated values
Kohn-Sham gap ... 7.421 eV
Energy relative to the best compared isomer or geometry (same formula, charge and spin) ... 34.8 kcal per mole
Highest occupied orbital energy ... -8.4 eV
Structure (SMILES) ... S=C1C=CO/C1=C/S

---

C28H22AuBr2N5O4 as an isolated structure in a non-equilibrium geometry, computed with the ωB97M-V functional and the def2-TZVPD basis.

```
! RIJCOSX wB97M-V def2-TZVPD def2/J DEFGRID3
* xyz 0 3
Au 0.725 0.037 0.712
C 3.723 -0.046 -0.238
N 2.836 0.026 0.886
C 3.263 -0.222 2.083
C 2.381 -0.371 3.164
C 2.521 -0.315 4.571
C 1.175 -0.331 5.028
C 0.345 -0.399 3.923
N 1.076 -0.449 2.804
C 3.229 -1.128 -1.164
C 2.325 -0.813 -2.169
C 1.701 -1.798 -2.904
C 1.970 -3.118 -2.607
C 2.856 -3.436 -1.593
C 3.494 -2.459 -0.844
H 4.728 -0.253 0.163
H 3.740 0.904 -0.771
H 4.323 -0.284 2.203
H 3.480 -0.384 5.090
H 0.886 -0.302 6.067
H -0.717 -0.491 3.958
H 2.084 0.226 -2.342
H 1.050 -1.509 -3.718
H 1.473 -3.860 -3.224
H 3.023 -4.497 -1.397
H 4.124 -2.761 -0.009
Br -1.771 6.950 2.478
C -0.492 6.435 1.137
C 0.197 7.341 0.313
N 1.037 6.907 -0.615
C 1.226 5.595 -0.761
C 0.645 4.641 0.068
C -0.231 5.078 1.035
C 0.939 3.183 -0.088
O 1.843 2.814 -0.838
O 0.189 2.425 0.600
H 0.061 8.398 0.487
H 1.962 5.278 -1.536
H -0.748 4.336 1.631
Br -6.577 -1.615 -2.389
C -4.796 -2.245 -2.060
C -4.401 -3.451 -2.405
C -3.065 -3.960 -2.012
C -2.087 -3.190 -1.540
C -2.299 -1.719 -1.476
C -3.789 -1.205 -1.567
C -0.881 -3.923 -0.869
O -0.361 -4.826 -1.400
O -0.667 -3.488 0.442
H -5.117 -4.152 -2.793
H -2.954 -5.019 -2.128
H -1.591 -1.223 -2.148
H -3.785 -0.302 -2.207
N -2.157 -1.167 -0.088
C -3.598 -0.785 -0.080
C -3.503 0.616 0.374
C -2.192 1.020 0.392
N -1.379 -0.028 0.113
H -1.250 -2.533 0.481
H -4.203 -1.446 0.573
H -4.306 1.339 0.520
H -1.716 1.956 0.686
*
```

Calculated values
Kohn-Sham gap (alpha / beta) ... 7.560 / 5.328 eV
Energy relative to the best compared isomer or geometry (same formula, charge and spin) ... 38.7 kcal per mole
Highest occupied orbital energy (alpha / beta) ... -8.2 / -8.2 eV
<S²> ... 2.029

---

One molecule with the formula C4H8O2 in a non-equilibrium geometry, computed with the ωB97M-V functional and the def2-TZVPD basis.

```
! RIJCOSX wB97M-V def2-TZVPD def2/J DEFGRID3
* xyz 0 1
C -2.430 0.039 0.234
C -0.137 -0.141 0.225
C 0.541 1.209 -0.031
C 1.266 0.012 -0.453
H -2.400 1.149 0.102
H -2.508 -0.331 1.200
H -3.380 -0.156 -0.399
H 0.000 -0.507 1.191
H 0.851 2.050 0.650
H 0.068 1.800 -0.761
H 1.505 -0.198 -1.475
H 2.347 -0.292 1.128
O -1.361 -0.710 -0.390
O 2.371 -0.568 0.204
*
```

Calculated values
Kohn-Sham gap ... 10.527 eV
Energy relative to the best compared isomer or geometry (same formula, charge and spin) ... 84.1 kcal per mole
Highest occupied orbital energy ... -9.6 eV
Structure (SMILES) ... CO[C@@H]1C[C@H]1O

---

C11H28Cl3GeN7O2PdSSi as an isolated structure, computed with the ωB97M-V functional and the def2-TZVPD basis.

```
! RIJCOSX wB97M-V def2-TZVPD def2/J DEFGRID3
* xyz -1 2
Pd -0.109 -0.486 0.224
Cl -2.285 2.413 2.284
Ge -1.604 1.444 0.292
Cl -1.438 3.350 -0.890
Cl -3.704 0.887 -0.386
N 4.243 -2.544 1.930
C 3.087 -2.155 1.122
C 3.039 -0.653 0.921
O 3.819 0.055 1.739
O 2.355 -0.139 0.075
H 4.107 -3.456 2.344
H 4.218 -0.593 2.351
H 5.078 -2.592 1.358
H 2.174 -2.407 1.669
H 3.026 -2.624 0.137
C -1.156 -0.922 -2.744
Si -1.207 -2.404 -1.541
C 0.462 -3.258 -1.752
C -2.474 -3.555 -2.350
C -1.519 -2.047 0.225
H -1.338 -1.299 -3.751
H 0.450 0.087 -1.846
H -1.948 -0.203 -2.510
H 0.565 -3.623 -2.776
H 0.555 -4.106 -1.069
H 1.290 -2.570 -1.568
H -2.192 -3.791 -3.379
H -3.468 -3.103 -2.365
H -2.544 -4.491 -1.791
H -1.131 -2.770 0.946
H -2.499 -1.664 0.498
N 0.147 1.273 -6.219
C 0.269 -0.109 -6.015
N 0.023 -0.852 -7.183
N 0.575 -0.654 -4.926
C 1.006 -0.089 -3.753
N 0.141 -0.223 -2.766
H -0.638 1.525 -6.802
H 0.134 1.782 -5.347
H 0.474 -0.439 -7.989
H 0.321 -1.808 -7.051
C -1.075 1.856 5.606
N -0.849 0.811 4.632
C 0.075 -0.156 4.653
S 0.468 -0.963 3.230
N 0.701 -0.471 5.826
C 0.070 -0.454 7.136
H -1.662 2.623 5.105
H -0.136 2.304 5.938
H -1.638 1.509 6.474
H -1.193 1.018 3.698
H 1.314 -1.255 5.667
H -0.072 0.555 7.515
H 0.738 -0.970 7.823
H -0.894 -0.970 7.134
*
```

Calculated values
Kohn-Sham gap (alpha / beta) ... 5.713 / 6.661 eV
Energy relative to the best compared isomer or geometry (same formula, charge and spin) ... 55.8 kcal per mole
Highest occupied orbital energy (alpha / beta) ... -3.5 / -4.5 eV
<S²> ... 0.755

---

C21H21BBrN7OPt as an isolated structure in a non-equilibrium geometry, computed with the ωB97M-V functional and the def2-TZVPD basis.

```
! RIJCOSX wB97M-V def2-TZVPD def2/J DEFGRID3
* xyz 2 1
Pt 0.548 -0.046 0.032
C 0.479 -0.477 4.147
C 0.151 -0.936 2.884
N 0.806 -0.189 1.982
N 1.546 0.733 2.623
C 1.357 0.580 3.935
B 2.505 1.662 1.822
N 3.315 0.778 0.855
C 4.635 0.554 0.783
C 4.869 -0.377 -0.214
C 3.610 -0.684 -0.718
N 2.685 0.030 -0.071
N 1.557 2.548 0.995
C 1.450 3.871 0.867
C 0.467 4.154 -0.068
C -0.003 2.921 -0.482
N 0.663 1.956 0.170
H 0.135 -0.862 5.091
H -0.492 -1.744 2.579
H 1.866 1.218 4.639
H 3.238 2.269 2.533
H 5.321 1.065 1.438
H 5.817 -0.777 -0.527
H 3.336 -1.370 -1.504
H 2.075 4.532 1.444
H 0.134 5.122 -0.399
H -0.775 2.690 -1.195
Br 0.472 0.351 -2.565
C -1.437 0.262 -2.661
C -2.042 0.265 -3.880
C -3.447 0.139 -3.929
C -4.165 0.017 -2.774
C -3.536 0.068 -1.503
C -4.282 0.018 -0.302
C -3.659 0.151 0.904
C -2.253 0.291 0.966
C -1.482 0.240 -0.166
C -2.124 0.185 -1.432
H -1.466 0.356 -4.792
H -3.944 0.138 -4.889
H -5.240 -0.103 -2.809
H -5.359 -0.080 -0.361
H -4.235 0.160 1.820
H -1.798 0.453 1.934
C 0.352 -4.419 -0.326
C -0.018 -3.016 -0.677
N -0.951 -2.820 -1.583
O 0.596 -2.092 -0.068
H -0.257 -5.144 -0.859
H 0.230 -4.561 0.747
H 1.402 -4.586 -0.562
H -1.404 -3.604 -2.026
H -1.249 -1.892 -1.848
*
```

Calculated values
Kohn-Sham gap ... 6.789 eV
Energy relative to the best compared isomer or geometry (same formula, charge and spin) ... 0.0 kcal per mole
Highest occupied orbital energy ... -14.3 eV

---

C38H58BaN5O3PSeSi as an isolated structure in a non-equilibrium geometry, computed with the ωB97M-V functional and the def2-TZVPD basis.

```
! RIJCOSX wB97M-V def2-TZVPD def2/J DEFGRID3
* xyz 0 1
Ba 0.610 0.037 -0.320
C 0.643 -5.541 -2.360
N 0.690 -4.162 -2.809
C 1.177 -3.922 -4.156
C 0.347 -3.114 -2.030
O 0.426 -1.955 -2.406
C -0.075 -3.465 -0.594
O -0.529 -2.364 0.163
C -1.926 -2.135 0.317
C -2.452 -0.915 -0.468
O -1.786 -0.380 -1.353
N -3.682 -0.517 -0.134
C -4.414 -1.019 1.024
C -4.218 0.704 -0.721
H 1.324 -6.122 -2.978
H 0.978 -5.641 -1.328
H -0.357 -5.973 -2.457
H 0.530 -4.409 -4.888
H 1.191 -2.853 -4.342
H 2.190 -4.318 -4.255
H -0.803 -4.281 -0.570
H 0.827 -3.815 -0.080
H -2.504 -3.018 0.026
H -2.092 -1.967 1.384
H -4.084 -0.526 1.941
H -5.468 -0.799 0.866
H -4.318 -2.098 1.128
H -3.657 0.949 -1.617
H -5.264 0.541 -0.978
H -4.143 1.525 -0.004
Se -0.296 0.190 2.820
N -0.842 1.380 1.561
C -2.043 1.866 2.105
C -2.728 2.963 1.617
C -3.954 3.333 2.178
C -4.490 2.600 3.219
C -3.805 1.497 3.734
C -2.576 1.129 3.209
N -1.851 0.012 3.655
H -2.300 3.534 0.801
H -4.476 4.203 1.800
H -5.438 2.889 3.654
H -4.209 0.926 4.562
C 3.680 -0.265 7.217
C 3.303 -0.979 6.090
C 2.513 -0.379 5.123
C 2.086 0.942 5.264
C 2.467 1.643 6.408
C 3.261 1.048 7.378
Si 1.090 1.772 3.929
C 0.080 3.198 4.519
C 0.379 4.505 4.130
C -0.424 5.561 4.536
C -1.540 5.317 5.319
C -1.855 4.023 5.706
C -1.048 2.968 5.314
H 4.298 -0.732 7.973
H 3.627 -2.005 5.965
H 2.235 -0.952 4.243
H 2.133 2.665 6.545
H 3.550 1.606 8.259
H 1.944 2.165 2.783
H 1.236 4.696 3.497
H -0.186 6.572 4.230
H -2.176 6.140 5.621
H -2.740 3.835 6.299
H -1.314 1.959 5.594
C 6.195 -3.318 0.284
C 4.786 -2.819 -0.041
C 4.261 -3.580 -1.272
C 3.841 -3.177 1.119
P 4.579 -0.956 -0.394
N 3.082 -0.566 -0.402
C 5.404 -0.608 -2.067
C 6.737 -1.301 -2.351
C 5.606 0.913 -2.168
C 4.398 -0.972 -3.173
C 5.569 -0.046 0.949
C 7.093 -0.058 0.832
C 5.185 -0.672 2.301
C 5.066 1.408 0.998
H 6.175 -4.408 0.382
H 6.567 -2.918 1.227
H 6.917 -3.075 -0.495
H 4.158 -4.637 -1.008
H 4.939 -3.525 -2.123
H 3.285 -3.198 -1.579
H 3.657 -4.256 1.109
H 2.893 -2.647 1.006
H 4.253 -2.928 2.096
H 7.489 -1.105 -1.588
H 7.132 -0.931 -3.302
H 6.627 -2.382 -2.450
H 6.423 1.274 -1.543
H 4.695 1.448 -1.897
H 5.855 1.162 -3.202
H 4.342 -2.042 -3.363
H 4.709 -0.491 -4.103
H 3.399 -0.620 -2.908
H 7.504 -1.067 0.786
H 7.516 0.426 1.717
H 7.449 0.496 -0.036
H 5.622 -1.659 2.447
H 4.102 -0.748 2.406
H 5.554 -0.030 3.104
H 5.520 2.038 0.235
H 5.315 1.838 1.970
H 3.984 1.438 0.872
*
```

Calculated values
Kohn-Sham gap ... 5.854 eV
Energy relative to the best compared isomer or geometry (same formula, charge and spin) ... 10.9 kcal per mole
Highest occupied orbital energy ... -5.7 eV

---

C3H4AgLiO3 as an isolated structure in a non-equilibrium geometry, computed with the ωB97M-V functional and the def2-TZVPD basis.

```
! RIJCOSX wB97M-V def2-TZVPD def2/J DEFGRID3
* xyz 0 1
C -1.280 -0.415 0.010
C 0.045 0.112 0.497
O 0.867 -0.989 0.867
C 2.149 -0.770 1.241
O 2.524 0.423 1.255
O -1.839 0.171 -0.968
H -1.319 -1.526 0.030
H -0.118 0.790 1.349
H 0.518 0.706 -0.303
Li 4.097 -0.529 1.707
Ag -4.536 0.747 -0.894
H -3.022 -0.341 0.757
*
```

Calculated values
Kohn-Sham gap (alpha / beta) ... 6.738 / 5.602 eV
Energy relative to the best compared isomer or geometry (same formula, charge and spin) ... 67.4 kcal per mole
Highest occupied orbital energy (alpha / beta) ... -7.9 / -6.6 eV